[1]
Below is a gas-phase ion, C3H10N2S2 (charge +1) at a distorted geometry, with properties calculated with ωB97M-V/def2-TZVPD.

Each atom is followed by the atoms it is bonded to, with distances in Å.
CARTESIAN COORDINATES (ANGSTROEM)
1 S 1.7558 3.3519 0.5230  S2 2.123, H8 1.423
2 S 2.3287 1.4047 -0.1003  S1 2.123, C3 1.882
3 C 0.7696 0.7095 -0.8933  S2 1.882, C4 1.503, H9 1.140, H10 1.113
4 C 0.0510 -0.0685 0.1735  C3 1.503, C5 1.538, N7 1.554, H11 1.074
5 C -1.1031 -0.8510 -0.4764  C4 1.538, N6 1.568, H12 1.121, H13 1.121
6 N -2.1868 -1.1671 0.6114  C5 1.568, H14 1.016, H15 1.043
7 N 0.8953 -1.1321 0.9282  C4 1.554, H16 0.987, H17 1.012
8 H 2.1832 3.1568 1.8662  S1 1.423
9 H 0.2392 1.5675 -1.4248  C3 1.140
10 H 1.1098 0.0487 -1.7213  C3 1.113
11 H -0.3222 0.7086 0.8138  C4 1.074
12 H -1.3434 -0.3303 -1.4397  C5 1.121
13 H -0.9127 -1.8591 -0.9270  C5 1.121
14 H -2.7835 -0.3725 0.8230  N6 1.016
15 H -2.7647 -1.9360 0.2083  N6 1.043
16 H 1.7148 -1.2864 0.4007  N7 0.987
17 H 0.3689 -1.9448 0.6348  N7 1.012

Output
spin multiplicity	2
⟨S²⟩	0.7545
calculated total energy	-1025.8205	a.u.
total charge	+1
energy relative to the best compared isomer or geometry (same formula, charge and spin)	1.523	eV

***

[2]
Below is C18H25N7O4 in the gas phase at a distorted geometry, with properties calculated with ωB97M-V/def2-TZVPD.

Each atom is followed by the atoms it is bonded to, with distances in Å.
CARTESIAN COORDINATES (ANGSTROEM)
1 C 1.9783 2.9133 -3.4447  H2 1.095, O3 1.407, H53 1.095, H54 1.089
2 H 2.3632 1.8982 -3.3047  C1 1.095
3 O 1.8974 3.6062 -2.2224  C1 1.407, C4 1.360
4 C 1.0956 3.1124 -1.2409  O3 1.360, C5 1.398, C9 1.391
5 C 1.1485 3.7826 -0.0156  C4 1.398, C6 1.375, H52 1.078
6 C 0.3853 3.3612 1.0472  C5 1.375, C7 1.398, H51 1.080
7 C -0.4514 2.2472 0.9275  C6 1.398, C8 1.389, N12 1.391
8 C -0.5191 1.5918 -0.2952  C7 1.389, C9 1.385, H11 1.076
9 C 0.2436 2.0208 -1.3692  C4 1.391, C8 1.385, H10 1.080
10 H 0.1510 1.5022 -2.3118  C9 1.080
11 H -1.1750 0.7452 -0.3960  C8 1.076
12 N -1.1834 1.8893 2.0544  C7 1.391, C13 1.341, H50 1.026
13 C -1.8952 0.7857 2.3271  N12 1.341, N14 1.328, C46 1.444
14 N -1.9636 -0.1832 1.4219  C13 1.328, C15 1.331
15 C -2.6354 -1.2919 1.7249  N14 1.331, N16 1.342, N41 1.334
16 N -2.6875 -2.2695 0.8065  C15 1.342, C17 1.441, H40 1.007
17 C -1.9470 -2.2289 -0.4290  N16 1.441, H18 1.093, C19 1.532, H39 1.091
18 H -2.1105 -1.2463 -0.8796  C17 1.093
19 C -0.4436 -2.4376 -0.2181  C17 1.532, H20 1.090, H21 1.090, C22 1.528
20 H -0.2409 -3.4629 0.0930  C19 1.090
21 H -0.1258 -1.7630 0.5764  C19 1.090
22 C 0.3282 -2.1381 -1.5027  C19 1.528, N23 1.453, H37 1.094, H38 1.100
23 N 1.7151 -2.5617 -1.4057  C22 1.453, C24 1.456, C29 1.454
24 C 2.5474 -1.7624 -0.5176  N23 1.456, H25 1.089, C26 1.534, H36 1.094
25 H 2.0301 -1.6029 0.4273  C24 1.089
26 C 2.9399 -0.4093 -1.1244  C24 1.534, O27 1.416, H34 1.091, H35 1.100
27 O 3.5575 -0.5593 -2.3892  C26 1.416, C28 1.412
28 C 2.7512 -1.3018 -3.2791  O27 1.412, C29 1.534, H32 1.091, H33 1.102
29 C 2.3876 -2.6708 -2.6902  N23 1.454, C28 1.534, H30 1.091, H31 1.094
30 H 1.7550 -3.2230 -3.3873  C29 1.091
31 H 3.3088 -3.2384 -2.5269  C29 1.094
32 H 3.3379 -1.4148 -4.1925  C28 1.091
33 H 1.8322 -0.7407 -3.5144  C28 1.102
34 H 3.6723 0.0969 -0.4939  C26 1.091
35 H 2.0511 0.2334 -1.2121  C26 1.100
36 H 3.4551 -2.3428 -0.3253  C24 1.094
37 H -0.1210 -2.7109 -2.3199  C22 1.094
38 H 0.2128 -1.0693 -1.7380  C22 1.100
39 H -2.3523 -2.9918 -1.0961  C17 1.091
40 H -3.0938 -3.1361 1.1193  N16 1.007
41 N -3.2913 -1.5252 2.8632  C15 1.334, C42 1.326
42 C -3.2794 -0.5793 3.7929  N41 1.326, N43 1.334, C46 1.438
43 N -3.9622 -0.8429 4.9081  C42 1.334, H44 1.004, H45 1.013
44 H -4.4309 -1.7290 4.9706  N43 1.004
45 H -3.9695 -0.1532 5.6506  N43 1.013
46 C -2.5588 0.6508 3.6020  C13 1.444, C42 1.438, N47 1.381
47 N -2.5100 1.6162 4.5878  C46 1.381, O48 1.235, O49 1.240
48 O -3.1245 1.4499 5.6459  N47 1.235
49 O -1.8464 2.6482 4.4116  N47 1.240
50 H -1.1508 2.5550 2.8346  N12 1.026
51 H 0.4326 3.8904 1.9877  C6 1.080
52 H 1.8009 4.6363 0.0721  C5 1.078
53 H 1.0097 2.8759 -3.9543  C1 1.095
54 H 2.6807 3.4777 -4.0558  C1 1.089

Output
calculated total energy	-1385.1082	a.u.
SMILES	COc1ccc(Nc2nc(NCCCN3CCOCC3)nc(N)c2[N+](=O)[O-])cc1
energy relative to the best compared isomer or geometry (same formula, charge and spin)	2.783	eV

***

[3]
Below is C3H7NS in the gas phase at a distorted geometry, with properties calculated with ωB97M-V/def2-TZVPD.

Each atom is followed by the atoms it is bonded to, with distances in Å.
CARTESIAN COORDINATES (ANGSTROEM)
1 C 1.3442 -0.0249 0.1237  C2 1.526, C3 1.821, H6 1.078, H7 0.993
2 C 0.3850 1.1611 0.1554  C1 1.526, S5 1.902, H8 1.047, H9 1.128
3 C -0.0083 -1.2439 0.1119  C1 1.821, S5 1.892, H10 1.112, H11 1.085
4 N -2.1975 0.0065 -0.6694  S5 1.587, H12 1.036
5 S -1.1902 0.1687 0.5464  C2 1.902, C3 1.892, N4 1.587
6 H 1.9708 -0.1127 -0.7495  C1 1.078
7 H 2.0373 -0.0608 0.8340  C1 0.993
8 H 0.5273 1.6841 1.0506  C2 1.047
9 H 0.2975 1.8389 -0.7414  C2 1.128
10 H -0.0896 -1.5843 -0.9441  C3 1.112
11 H 0.1048 -2.1030 0.7650  C3 1.085
12 H -3.1813 0.2703 -0.4826  N4 1.036

Output
calculated total energy	-571.3180	a.u.
energy relative to the best compared isomer or geometry (same formula, charge and spin)	3.292	eV